Formula: C4H6N
Source: OMol25
Level of theory: ωB97M-V with the def2-TZVPD basis set

As for the charge: +1. The total energy is -5722.5200 eV. For the energy above the lowest of the compared OMol25 structures with the same formula, charge and spin, the calculation gives 98.7 kcal per mole.

Last column: Mulliken charge in e.
Atoms and positions in Å:
C: -0.23 0.95 -0.70  0.63
C: -0.83 2.07 -0.70  -0.68
C: 0.58 -1.10 0.49  -0.29
C: -0.50 -1.44 1.38  -0.41
N: 0.33 -0.18 -0.67  -0.10
H: -1.87 2.15 -0.96  0.28
H: -0.34 3.01 -0.48  0.29
H: 1.57 -0.84 0.89  0.41
H: 0.67 -2.12 0.05  0.29
H: -0.13 -2.01 2.23  0.25
H: 0.76 -0.50 -1.53  0.34

Formula: C24H54F16N11O32S16
Source: OMol25
Level of theory: ωB97M-V with the def2-TZVPD basis set

As for the charge: -5. The total energy is -324497.2904 eV.

Last column: Mulliken charge in e.
Atoms and positions in Å:
C: -1.53 -0.48 -1.46  -1.30
C: -1.63 -0.85 -3.00  -0.24
C: -1.47 0.38 -3.93  -0.79
N: -1.34 0.15 -5.47  0.15
C: -2.57 -0.58 -6.07  -1.05
C: -1.28 1.53 -6.27  -0.55
C: 0.16 1.92 -6.08  -0.65
C: 0.99 0.63 -6.14  -0.54
C: -0.05 -0.46 -5.91  -0.44
H: -2.06 0.43 -1.16  0.36
H: -0.49 -0.43 -1.14  0.34
H: -1.98 -1.27 -0.86  0.38
H: -2.62 -1.27 -3.16  0.38
H: -0.84 -1.52 -3.31  0.25
H: -0.60 1.00 -3.71  0.32
H: -2.39 0.98 -3.90  0.41
H: -3.37 0.06 -5.68  0.41
H: -2.54 -1.58 -5.65  0.39
H: -2.61 -0.56 -7.16  0.42
H: -1.39 1.53 -7.36  0.41
H: -1.88 2.27 -5.76  0.33
H: 0.56 2.57 -6.86  0.40
H: 0.48 2.39 -5.15  0.32
H: 1.55 0.60 -7.07  0.34
H: 1.76 0.62 -5.37  0.28
H: -0.32 -0.98 -6.83  0.43
H: 0.32 -1.13 -5.14  0.22
C: -3.98 -7.63 5.07  -1.38
C: -2.89 -8.12 6.09  -0.21
C: -2.89 -7.33 7.42  -0.53
N: -1.80 -7.93 8.34  0.05
C: -2.20 -9.30 8.86  -1.00
C: -1.58 -7.00 9.54  -0.63
C: -0.58 -5.99 9.05  -0.50
C: -0.02 -6.42 7.76  -0.64
C: -0.36 -7.86 7.72  -0.59
H: -4.93 -7.52 5.58  0.37
H: -4.01 -8.17 4.12  0.36
H: -3.79 -6.58 4.85  0.37
H: -1.99 -7.90 5.52  0.23
H: -2.93 -9.21 6.20  0.27
H: -3.79 -7.45 8.02  0.43
H: -2.59 -6.30 7.23  0.35
H: -1.41 -9.66 9.52  0.43
H: -2.28 -9.95 7.99  0.35
H: -3.16 -9.27 9.37  0.35
H: -1.19 -7.64 10.33  0.40
H: -2.58 -6.66 9.81  0.37
H: 0.12 -5.87 9.88  0.34
H: -1.13 -5.06 8.86  0.31
H: 1.07 -6.38 7.71  0.38
H: -0.32 -5.91 6.84  0.31
H: 0.37 -8.35 8.37  0.43
H: -0.25 -8.33 6.74  0.38
C: 5.32 3.69 10.62  -1.23
C: 4.17 3.66 9.52  -0.28
C: 4.59 4.36 8.22  -0.74
N: 3.47 4.52 7.17  0.11
C: 2.55 3.27 6.99  -1.24
C: 3.92 4.97 5.75  -0.49
C: 3.84 6.48 5.78  -0.48
C: 3.29 6.92 7.11  -0.58
C: 2.62 5.73 7.71  -0.59
H: 6.01 2.85 10.45  0.33
H: 4.90 3.63 11.62  0.34
H: 5.91 4.59 10.51  0.35
H: 3.30 4.16 9.95  0.34
H: 3.89 2.65 9.22  0.37
H: 5.22 3.79 7.53  0.38
H: 5.04 5.34 8.37  0.35
H: 2.08 3.02 7.94  0.42
H: 3.15 2.51 6.48  0.41
H: 1.74 3.62 6.34  0.54
H: 3.33 4.48 4.98  0.37
H: 4.94 4.60 5.68  0.27
H: 3.16 6.87 5.02  0.35
H: 4.80 6.97 5.60  0.29
H: 2.57 7.72 6.92  0.38
H: 4.06 7.36 7.74  0.29
H: 1.59 5.68 7.35  0.45
H: 2.46 5.73 8.79  0.29
N: 0.01 -2.46 -14.31  -0.28
S: 1.52 -2.41 -14.11  1.08
O: 2.33 -2.62 -15.31  -0.62
O: 2.09 -2.72 -12.83  -0.57
F: 1.54 -0.83 -14.04  -0.30
S: -0.16 -4.13 -14.01  1.08
O: 0.00 -4.55 -12.63  -0.56
O: 0.39 -4.98 -15.07  -0.58
F: -1.71 -4.16 -14.17  -0.24
N: -3.67 8.83 0.05  -0.24
S: -3.05 8.12 1.48  1.10
O: -2.58 9.11 2.47  -0.60
O: -2.13 6.95 1.42  -0.55
F: -4.43 7.50 2.13  -0.27
S: -2.42 8.74 -0.73  1.05
O: -2.08 7.42 -1.27  -0.57
O: -1.34 9.66 -0.47  -0.60
F: -3.03 9.52 -2.01  -0.32
N: -9.47 -0.08 -12.51  -0.24
S: -10.23 -1.48 -11.93  1.08
O: -11.58 -1.81 -12.46  -0.58
O: -9.87 -1.89 -10.57  -0.55
F: -9.29 -2.50 -12.77  -0.28
S: -10.13 0.84 -11.54  1.06
O: -9.56 0.94 -10.19  -0.59
O: -11.58 1.02 -11.80  -0.62
F: -9.48 2.15 -12.09  -0.28
N: -11.31 0.79 0.20  -0.25
S: -9.92 0.16 -0.51  1.07
O: -9.38 -1.09 0.04  -0.57
O: -9.05 1.12 -1.14  -0.55
F: -10.74 -0.37 -1.80  -0.28
S: -10.66 1.03 1.55  1.08
O: -9.49 1.89 1.64  -0.56
O: -10.80 -0.07 2.51  -0.60
F: -11.94 1.92 2.18  -0.36
N: 5.97 -0.50 2.11  -0.17
S: 5.84 -0.95 0.54  1.08
O: 4.98 -2.02 0.12  -0.55
O: 7.09 -0.67 -0.21  -0.54
F: 4.87 0.31 0.26  -0.28
S: 6.62 -1.73 2.51  1.04
O: 8.00 -1.96 2.08  -0.58
O: 5.78 -2.88 2.82  -0.62
F: 6.89 -1.18 4.05  -0.38
N: 8.87 7.92 -10.00  -0.22
S: 8.13 7.11 -9.09  1.06
O: 7.44 7.76 -7.99  -0.60
O: 8.55 5.76 -8.79  -0.58
F: 6.84 6.84 -10.13  -0.37
S: 10.06 8.37 -8.78  1.10
O: 10.97 7.36 -8.23  -0.54
O: 9.66 9.51 -7.95  -0.56
F: 11.09 9.12 -9.80  -0.30
N: -6.55 -1.82 9.91  -0.19
S: -6.59 -1.15 8.59  1.06
O: -7.44 0.03 8.48  -0.55
O: -6.21 -1.81 7.37  -0.57
F: -5.18 -0.37 8.90  -0.37
S: -8.11 -2.37 9.72  1.07
O: -8.44 -3.45 8.73  -0.58
O: -9.20 -1.47 10.07  -0.54
F: -8.16 -3.27 11.09  -0.33
N: 11.48 -3.44 -8.50  -0.19
S: 10.98 -2.07 -8.52  1.08
O: 10.53 -1.66 -9.87  -0.60
O: 11.52 -1.08 -7.63  -0.55
F: 9.54 -2.44 -7.75  -0.35
S: 12.98 -3.00 -8.91  1.09
O: 13.87 -2.56 -7.81  -0.59
O: 13.30 -2.60 -10.28  -0.58
F: 13.54 -4.47 -9.07  -0.30

Formula: C3H4O2
Source: OMol25
Level of theory: ωB97M-V with the def2-TZVPD basis set

The total energy is -7266.9743 eV. For the energy above the lowest of the compared OMol25 structures with the same formula, charge and spin, the calculation gives 85.6 kcal per mole. The SMILES is C=COC=O.

Last column: Mulliken charge in e.
Atoms and positions in Å:
C: -1.63 0.21 0.36  0.24
C: 0.36 -0.25 -0.23  0.32
C: 1.68 -0.12 -0.29  -0.81
O: -0.46 -1.02 0.40  -0.42
O: -1.75 1.02 1.19  -0.33
H: -2.34 -0.39 -0.22  0.35
H: -0.29 0.76 -0.46  0.12
H: 2.14 0.77 -0.68  0.27
H: 2.30 -0.97 -0.07  0.26

Formula: C15H35N2O4Rb
Source: OMol25
Level of theory: ωB97M-V with the def2-TZVPD basis set

As for the charge: +1. As for the spin multiplicity: 2. The total energy is -27937.0277 eV.

Last column: Mulliken charge in e.
Atoms and positions in Å:
Rb: -18.76 -6.34 10.99  0.35
C: -17.53 -8.70 13.27  -1.09
C: -17.26 -7.56 14.33  -0.49
C: -18.58 -6.96 14.92  0.98
N: -18.32 -6.05 16.22  0.52
C: -17.18 -5.02 15.96  -0.68
C: -16.92 -4.11 17.23  -0.72
C: -18.19 -3.33 17.59  -0.68
C: -19.43 -4.26 17.74  -1.00
C: -19.56 -5.30 16.60  -0.76
C: -18.05 -6.90 17.46  -1.09
H: -18.19 -8.26 12.52  0.02
H: -17.86 -9.57 13.83  0.36
H: -16.55 -8.98 12.86  0.39
H: -16.74 -6.76 13.82  0.35
H: -16.60 -8.04 15.06  0.25
H: -19.33 -7.72 15.12  0.27
H: -19.11 -6.33 14.20  -1.06
H: -17.40 -4.47 15.04  0.47
H: -16.30 -5.63 15.76  0.43
H: -16.18 -3.36 16.94  0.42
H: -16.61 -4.64 18.12  0.31
H: -18.38 -2.67 16.75  0.32
H: -18.19 -2.69 18.47  0.39
H: -20.37 -3.71 17.78  0.46
H: -19.44 -4.82 18.67  0.38
H: -19.77 -4.65 15.75  0.27
H: -20.44 -5.94 16.68  0.58
H: -17.16 -7.44 17.14  0.36
H: -18.95 -7.50 17.60  0.34
H: -17.81 -6.37 18.39  0.48
C: -22.18 -5.11 10.96  -0.71
N: -23.05 -4.08 11.74  0.13
C: -22.64 -2.62 11.23  -0.83
C: -24.52 -4.38 11.49  -0.83
C: -22.73 -4.26 13.23  -0.65
C: -22.63 -5.60 13.92  -0.20
O: -23.91 -6.23 13.80  -0.54
H: -22.52 -6.12 11.19  0.45
H: -21.15 -5.02 11.30  -0.18
H: -22.02 -5.01 9.89  0.50
H: -22.70 -2.55 10.15  0.34
H: -21.62 -2.51 11.61  0.36
H: -23.26 -1.95 11.83  0.38
H: -25.07 -3.86 12.28  0.37
H: -24.71 -5.45 11.51  0.34
H: -24.85 -4.16 10.48  0.36
H: -23.22 -3.43 13.73  0.50
H: -21.69 -3.91 13.31  0.19
H: -22.51 -5.40 14.98  0.24
H: -21.99 -6.38 13.51  0.23
H: -23.69 -7.06 14.22  0.35
O: -19.67 -4.03 6.49  -0.46
C: -19.62 -5.07 7.33  0.63
O: -19.58 -4.84 8.53  -0.70
O: -19.81 -6.18 6.87  -0.71
H: -19.57 -4.52 5.67  0.30